[1]
This record from OMol25 describes the ion CH9N4OP2 with charge +1. The level of theory is ωB97M-V with the def2-TZVPD basis set.

Last column: Löwdin charge in e.
CARTESIAN COORDINATES (ANGSTROEM)
P 0.426 -0.826 -2.350  0.68
P -0.927 -0.597 1.867  0.68
O 1.170 -1.856 -3.055  -0.33
N 1.366 -0.039 -1.078  -0.07
N 0.546 0.084 1.133  -0.08
N -0.711 -0.902 3.344  -0.24
N -0.065 1.747 -0.409  0.23
C 0.615 0.628 -0.128  -0.47
H -1.853 0.422 1.595  0.00
H -1.049 1.817 -0.180  0.13
H -0.030 0.265 -3.107  0.03
H 0.859 0.802 1.795  0.13
H 0.358 2.549 -0.859  0.15
H -0.681 -1.215 -1.574  0.01
H 1.986 0.615 -1.567  0.13
H -1.208 -1.625 0.952  0.01
H -0.802 -1.870 3.622  0.00

multiplicity = 1
electronic energy = -1020.1409 hartree
total charge = +1
F_max = 1.18 eV/A
SMILES string = N=[PH2]N/C(N)=[NH+]/[PH2]=O
HOMO-LUMO gap = 7.35 eV

***

[2]
This record from OMol25 describes a cluster of 2 separate species, CH9N5OS in total. The level of theory is ωB97M-V with the def2-TZVPD basis set.

Last column: Löwdin charge in e.
CARTESIAN COORDINATES (ANGSTROEM)
S -3.305 0.710 0.112  1.10
O 0.674 -0.111 -1.171  0.15
N -1.821 0.404 -0.325  -0.37
N -1.450 -1.985 0.048  0.07
N 2.804 0.701 -0.095  0.24
N -0.777 0.856 0.327  0.03
N 1.573 1.051 0.506  0.10
C 0.480 0.549 -0.187  -0.46
H -2.299 -2.414 -0.304  0.06
H -3.855 0.115 -0.977  -0.02
H -0.703 -2.206 -0.602  0.05
H -1.251 -2.368 0.967  0.06
H -0.861 1.374 1.205  0.18
H 3.373 1.514 -0.396  0.21
H 3.395 0.072 0.480  0.21
H 1.563 1.573 1.375  0.19
H 2.462 0.165 -0.963  0.19

multiplicity = 1
electronic energy = -789.9658 hartree
energy relative to the best compared isomer or geometry (same formula, charge and spin) = 0.0 kcal per mole
total charge = +2
F_max = 1.64 eV/A
HOMO-LUMO gap = 7.57 eV

***

[3]
This record from OMol25 describes a structure of composition CH9N6. The level of theory is ωB97M-V with the def2-TZVPD basis set.

Last column: Löwdin charge in e.
CARTESIAN COORDINATES (ANGSTROEM)
N 1.196 -1.226 -1.845  0.09
N -1.124 0.324 -1.227  0.07
N -0.612 -0.224 -0.164  -0.04
N 0.798 1.401 0.928  0.09
N 0.879 -1.138 -0.664  0.13
N -0.435 -0.207 2.166  0.09
C -0.404 0.601 0.964  -0.52
H 1.677 -2.117 -2.101  0.17
H 0.195 -1.018 2.140  0.10
H 1.498 1.020 0.376  0.03
H -1.253 1.192 0.989  0.13
H -1.731 -0.269 -1.832  0.15
H 0.930 -0.660 -2.667  0.15
H 1.112 1.414 1.919  0.11
H -1.395 -0.444 2.317  0.08
H -1.331 1.350 -1.299  0.16

multiplicity = 1
electronic energy = -371.6144 hartree
energy relative to the best compared isomer or geometry (same formula, charge and spin) = 97.9 kcal per mole
total charge = +1
F_max = 4.49 eV/A
HOMO-LUMO gap (spin up / spin down) = 8.12 / 8.12 eV

***

Number 3 is which compound?
CH9N6

***

Look up the F_max of the third one.
4.49 eV/A

***

Which value of multiplicity does entry 3 give?
1